The following is a quantum chemistry calculation of an isolated ion of composition C6H8N and charge +1, from the Open Molecules 2025 dataset.

Each line ends with the Mulliken charge.
Element x y z (Å)
1 C -0.8127 -0.6344 -0.0074  0.853
2 C -0.9747 -1.9936 0.0893  -0.978
3 C 1.7280 -0.5118 -0.5192  -1.177
4 C -2.9015 0.7599 0.0234  0.120
5 C 0.5719 0.0284 -0.1652  0.748
6 C 0.5877 1.5204 -0.0429  -1.294
7 N -1.8888 0.1709 0.0359  -0.051
8 H -0.1333 -2.6773 0.0779  0.278
9 H -1.9620 -2.4914 -0.0499  0.296
10 H 2.3631 0.3315 -0.5719  0.369
11 H 1.8110 -1.5420 -0.7736  0.301
12 H -3.7359 1.3469 0.0625  0.514
13 H 0.6963 1.9601 -1.0887  0.307
14 H 1.4548 1.7016 0.6337  0.430
15 H -0.3633 1.9153 0.4204  0.284

Summary:
- Structure (SMILES): C#[N+]C(=C)C(=C)C
- Calculated total energy: -7830.8784 eV
- Net charge: +1
- Gap between HOMO and LUMO: 7.7 eV
- Energy above the lowest of the compared OMol25 structures with the same formula, charge and spin: 464.1 kJ/mol